# C4H8O2

The molecule C4H8O2 (ωB97M-V with the def2-TZVPD basis set, the Open Molecules 2025 dataset).

Geometry (Å):
1 C -0.357137 -1.520133 1.043971
2 C -0.995857 -0.426460 0.268938
3 O -0.765271 0.926455 0.560480
4 C -0.295862 0.354903 -0.733615
5 C 1.153350 0.764046 -0.811414
6 O 1.021341 2.161434 -0.658227
7 H 0.698361 -1.320802 1.237774
8 H -0.447460 -2.408518 0.412730
9 H -0.878328 -1.683173 1.987218
10 H -2.055833 -0.551409 0.057996
11 H -0.841548 0.622153 -1.639741
12 H 1.640434 0.576427 -1.773468
13 H 1.763115 0.316808 -0.011792
14 H 0.360695 2.188268 0.059152

Forces on the atoms, in the same order (eV/Å):
0.0649 -0.1070 0.1495
-0.2033 -0.5983 -0.1365
-0.3539 0.0991 -0.5351
-0.0962 0.2545 -0.0395
0.0436 -0.2620 -0.0322
0.5549 0.3279 0.2372
-0.1184 -0.0290 0.0055
0.0983 -0.1358 0.2774
0.0680 -0.1041 0.0093
-0.0103 -0.4733 -0.0871
-0.1787 0.3400 0.3886
-0.2605 -0.1171 0.1038
-0.1369 0.0632 -0.1272
0.5285 0.7419 -0.2136

Output
Total energy = -8370.79970 eV
Structure (SMILES) = C[C@H]1O[C@H]1CO
E_HOMO = -10.162 eV
Net charge = 0
Gap between HOMO and LUMO = 11.2 eV